1.
# C20H24CeClNOP2

C20H24CeClNOP2 as an isolated structure in a non-equilibrium geometry (wB97M-V/def2-TZVPD, the OMol25 dataset).

Structure (XYZ):
```
50
Properties=species:S:1:pos:R:3:lowdin_charge:R:1
C 2.990 -1.191 -2.388 -0.035
C 2.102 -0.327 -1.774 -0.213
C 0.695 -0.472 -2.024 -0.187
C 0.229 -1.538 -2.891 -0.126
C 1.195 -2.372 -3.533 0.005
C 2.552 -2.189 -3.280 -0.042
C -1.157 -1.706 -3.032 0.078
C -2.065 -0.879 -2.354 -0.128
C -1.520 0.170 -1.520 -0.187
C -2.406 0.984 -0.738 -0.216
C -3.775 0.779 -0.829 -0.025
C -4.311 -0.212 -1.670 -0.045
C -3.483 -1.037 -2.425 0.003
H 4.055 -1.073 -2.175 0.126
H 0.840 -3.141 -4.211 0.124
H 3.302 -2.811 -3.779 0.122
H -1.536 -2.489 -3.697 0.142
H -4.439 1.409 -0.231 0.127
H -5.399 -0.322 -1.731 0.122
H -3.880 -1.808 -3.078 0.123
N -0.192 0.308 -1.389 0.138
Ce 0.436 -1.118 2.312 0.571
C 2.589 0.710 -0.761 -0.259
H 1.890 1.556 -0.789 0.093
H 3.620 1.027 -0.962 0.115
C -1.804 1.994 0.218 -0.262
H -0.908 2.409 -0.249 0.088
H -2.514 2.804 0.418 0.113
P 2.523 0.100 0.949 0.767
P -1.206 1.235 1.806 0.811
C -2.798 1.006 2.674 -0.242
H -2.598 0.686 3.702 0.055
H -3.393 1.924 2.701 0.075
H -3.387 0.222 2.190 0.047
C -0.532 2.729 2.623 -0.241
H -1.255 3.551 2.676 0.075
H -0.211 2.462 3.635 0.022
H 0.358 3.084 2.089 0.047
C 3.671 -1.329 1.027 -0.218
H 4.662 -1.032 0.665 0.080
H 3.754 -1.697 2.063 0.062
H 3.293 -2.162 0.416 0.060
C 3.265 1.388 1.996 -0.227
H 3.249 1.047 3.042 0.029
H 4.291 1.602 1.674 0.076
H 2.652 2.299 1.958 0.053
C -1.673 -2.175 2.661 -0.064
O -2.537 -2.909 2.907 0.228
H -0.246 -1.538 0.597 -0.046
Cl 1.011 0.042 4.508 0.187
```

The maximum force comes out at 8.337 eV/A. Its net charge is +2. The HOMO energy (spin up / spin down) is -13.258 / -13.259 eV. Its HOMO-LUMO gap (spin up / spin down) is 4.432 / 4.448 eV. The calculation puts the LUMO energy (spin up / spin down) at -8.8267 / -8.8107 eV. Its spin multiplicity is 1.


2.
# C20H24Cl27NO4

A 10-piece molecular cluster, C20H24Cl27NO4 overall in a non-equilibrium geometry (wB97M-V/def2-TZVPD, the OMol25 dataset).

Structure (XYZ):
```
76
Properties=species:S:1:pos:R:3:lowdin_charge:R:1
C -2.405 0.197 4.714 -0.124
C -2.889 0.371 3.169 -0.211
C -2.852 1.947 2.833 -0.191
C -1.998 2.333 1.545 -0.014
C -2.193 2.063 0.163 -0.018
C -3.400 1.250 -0.479 -0.016
C -2.982 0.010 -1.398 -0.342
O -3.677 -1.041 -1.275 0.022
N -1.908 -0.026 -2.402 -0.168
C -0.551 -0.200 -1.798 -0.091
C -1.980 1.103 -3.378 -0.094
C -0.946 2.824 -0.472 -0.297
O -0.781 3.387 -1.571 0.083
O 0.072 2.781 0.567 0.034
C -0.672 3.230 1.724 -0.279
O -0.381 4.090 2.567 0.119
H -2.727 -0.814 5.133 0.078
H -2.899 1.027 5.331 0.009
H -1.279 0.330 4.840 0.077
H -3.999 0.053 3.178 0.113
H -2.254 -0.240 2.445 0.111
H -3.921 2.408 2.799 -0.004
H -2.337 2.473 3.726 0.096
H -3.993 0.804 0.406 0.131
H -4.123 1.957 -1.021 0.138
H -0.582 -0.399 -0.659 0.113
H 0.176 0.664 -2.018 0.090
H -0.075 -1.140 -2.266 0.012
H -2.820 1.852 -3.190 0.095
H -2.192 0.625 -4.411 0.079
H -1.013 1.692 -3.500 0.085
C 0.464 -3.174 -4.993 -1.503
Cl 0.631 -3.318 -3.238 0.524
Cl -0.719 -1.923 -5.403 0.540
Cl 2.028 -2.819 -5.739 0.502
H 0.106 -4.125 -5.383 0.019
C 3.047 3.023 3.608 -1.526
Cl 2.586 1.365 4.025 0.534
Cl 3.132 4.029 5.060 0.532
Cl 4.595 3.040 2.749 0.524
H 2.285 3.436 2.949 -0.005
C -2.431 -5.447 -1.129 -1.526
Cl -2.037 -6.724 -2.290 0.493
Cl -1.451 -5.616 0.336 0.521
Cl -2.194 -3.852 -1.854 0.531
H -3.479 -5.546 -0.854 0.014
C 5.527 -0.671 5.199 -1.550
Cl 5.749 -1.464 3.632 0.498
Cl 5.352 -1.875 6.485 0.520
Cl 6.881 0.414 5.544 0.518
H 4.614 -0.078 5.158 -0.046
C 4.577 0.548 -5.226 -1.519
Cl 4.507 -0.773 -6.398 0.514
Cl 4.793 2.101 -6.048 0.550
Cl 3.116 0.568 -4.230 0.493
H 5.434 0.384 -4.574 -0.035
C 3.907 4.656 -3.319 -1.549
Cl 2.370 4.371 -2.490 0.533
Cl 3.941 6.277 -4.026 0.525
Cl 5.266 4.434 -2.205 0.516
H 4.003 3.930 -4.124 -0.050
C 5.894 0.469 -0.967 -1.525
Cl 4.201 -0.009 -1.142 0.508
Cl 6.510 -0.019 0.616 0.510
Cl 6.878 -0.227 -2.265 0.545
H 5.953 1.554 -1.038 -0.008
C -4.753 3.918 5.609 -1.483
Cl -5.224 3.505 3.951 0.604
Cl -4.650 2.465 6.613 0.559
Cl -3.216 4.792 5.620 0.549
H -5.519 4.566 6.029 0.016
C -3.713 -10.334 -1.951 -1.546
Cl -4.715 -10.863 -3.310 0.519
Cl -4.387 -8.876 -1.212 0.497
Cl -3.559 -11.626 -0.752 0.521
H -2.720 -10.098 -2.329 0.010
```

The maximum force comes out at 5.193 eV/A. Its net charge is 0. The HOMO energy is -9.298 eV. Its HOMO-LUMO gap is 8.464 eV. The calculation puts the energy relative to the best compared isomer or geometry (same formula, charge and spin) at 361.5 kJ/mol. The calculation puts the LUMO energy at -0.8343 eV. Its spin multiplicity is 1.


3.
# C20H24ClN3O2

A single C20H24ClN3O2 molecule (wB97M-V/def2-TZVPD, the OMol25 dataset).

Structure (XYZ):
```
50
Properties=species:S:1:pos:R:3:lowdin_charge:R:1
C 3.339 2.567 -1.331 -0.008
C 4.012 1.665 -0.322 -0.396
O 5.190 1.816 -0.052 0.062
C 3.223 0.602 0.291 -0.071
C 3.807 -0.351 1.132 -0.219
N 2.847 -1.207 1.509 0.147
C 1.642 -0.870 0.938 -0.126
C 1.834 0.275 0.191 -0.151
C 0.749 1.064 -0.459 -0.024
H -0.220 0.676 -0.160 0.058
H 0.821 1.042 -1.547 0.084
H 0.798 2.104 -0.142 0.087
C 0.486 -1.685 1.355 -0.390
O 0.399 -2.053 2.519 0.062
N -0.442 -2.045 0.431 -0.052
C -1.577 -2.838 0.852 -0.112
H -1.396 -3.895 0.615 0.129
C -2.845 -2.331 0.123 -0.128
N -2.600 -1.162 -0.690 -0.112
C -2.681 0.107 -0.099 -0.208
C -2.493 0.295 1.271 -0.049
C -2.596 1.558 1.825 -0.667
C -2.883 2.660 1.040 -0.110
C -3.101 2.465 -0.312 -0.043
C -3.024 1.211 -0.898 -0.213
C -3.358 1.064 -2.354 -0.043
H -4.139 1.771 -2.624 0.081
H -2.494 1.273 -2.985 0.081
H -3.707 0.056 -2.565 0.078
H -3.358 3.314 -0.930 0.115
H -2.951 3.642 1.478 0.102
Cl -2.341 1.753 3.525 0.679
H -2.242 -0.531 1.913 0.102
C -1.550 -1.396 -1.659 -0.128
H -1.296 -0.454 -2.139 0.100
C -0.284 -2.012 -1.000 -0.100
H -0.151 -3.044 -1.356 0.127
H 0.611 -1.448 -1.255 0.112
H -1.932 -2.082 -2.423 0.124
H -3.639 -2.100 0.833 0.126
H -3.213 -3.111 -0.553 0.121
H -1.658 -2.747 1.936 0.115
H 2.945 -1.969 2.162 0.169
C 5.212 -0.491 1.578 -0.012
H 5.879 -0.509 0.718 0.087
H 5.340 -1.399 2.164 0.079
H 5.500 0.372 2.176 0.091
H 4.093 3.207 -1.785 0.084
H 2.600 3.192 -0.836 0.081
H 2.845 1.982 -2.101 0.079
```

The maximum force comes out at 0.670 eV/A. Its net charge is 0. The HOMO energy is -8.254 eV. Its HOMO-LUMO gap is 8.838 eV. The calculation puts the energy relative to the best compared isomer or geometry (same formula, charge and spin) at 0.0 kJ/mol. The calculation puts the LUMO energy at 0.5836 eV. Its spin multiplicity is 1.


4.
# C20H24ClN3O3S

A single C20H24ClN3O3S molecule (wB97M-V/def2-TZVPD, the OMol25 dataset).

Structure (XYZ):
```
52
Properties=species:S:1:pos:R:3:lowdin_charge:R:1
C -6.246 -3.347 3.383 -0.114
O -5.304 -2.297 3.410 -0.173
C -3.978 -2.785 3.461 -0.200
C -3.026 -1.636 3.405 -0.288
C -2.127 -1.334 4.380 -0.350
S -1.172 0.016 3.985 1.076
C -2.016 0.243 2.507 -0.450
C -1.800 1.429 1.632 -0.447
O -2.753 1.982 1.131 0.109
N -0.512 1.988 1.608 -0.031
C -0.499 3.431 1.348 -0.158
C -0.529 3.789 -0.125 -0.164
C 0.590 3.055 -0.852 -0.135
C 0.584 1.559 -0.541 -0.262
N 1.715 0.929 -1.201 0.107
C 1.664 0.597 -2.517 -0.433
O 0.665 0.768 -3.195 0.072
C 2.912 -0.017 -3.085 -0.139
C 4.182 0.219 -2.567 -0.050
C 5.274 -0.384 -3.162 -0.105
C 5.101 -1.215 -4.252 -0.595
Cl 6.486 -1.967 -4.987 0.689
C 3.836 -1.462 -4.798 -0.334
N 3.668 -2.298 -5.867 0.101
C 2.748 -0.834 -4.184 0.035
C 0.634 1.300 0.980 -0.279
C 0.732 -0.178 1.316 -0.047
C -2.967 -0.709 2.327 -0.042
H -7.234 -2.893 3.344 0.088
H -6.107 -3.986 2.502 0.088
H -6.173 -3.972 4.282 0.087
H -3.813 -3.366 4.378 0.127
H -3.806 -3.460 2.608 0.131
H -1.980 -1.849 5.317 0.079
H -1.337 3.875 1.883 0.127
H 0.427 3.807 1.799 0.127
H -1.499 3.516 -0.542 0.114
H -0.412 4.869 -0.241 0.115
H 0.496 3.174 -1.933 0.117
H 1.566 3.464 -0.564 0.123
H -0.339 1.115 -0.931 0.165
H 2.530 0.677 -0.672 0.122
H 4.340 0.901 -1.741 0.107
H 6.274 -0.204 -2.791 0.106
H 2.777 -2.321 -6.330 0.100
H 4.473 -2.616 -6.376 0.055
H 1.749 -0.981 -4.577 0.126
H 1.522 1.806 1.384 0.153
H 1.607 -0.609 0.833 0.077
H 0.838 -0.327 2.387 0.043
H -0.138 -0.738 0.973 0.092
H -3.620 -0.725 1.467 0.137
```

The maximum force comes out at 0.520 eV/A. Its net charge is 0. The HOMO energy is -8.336 eV. Its HOMO-LUMO gap is 8.904 eV. The calculation puts the energy relative to the best compared isomer or geometry (same formula, charge and spin) at 28.5 kJ/mol. The calculation puts the LUMO energy at 0.5684 eV. Its spin multiplicity is 1.